# C38H35N2O2PtS3Te

C38H35N2O2PtS3Te as an isolated structure (ωB97M-V/def2-TZVPD, OMol25).

CARTESIAN COORDINATES (ANGSTROEM)
S 0.661 2.513 -3.328
C 5.960 3.541 -0.012
C -1.017 -1.592 4.942
C 0.825 -0.200 3.922
C 4.680 -0.458 5.785
H -5.103 -0.062 0.259
H -0.488 -1.388 5.875
H -2.274 2.888 -4.909
C 1.050 0.159 1.486
C -3.116 -2.722 -4.366
C -3.018 -0.538 0.197
C -4.932 -4.708 -3.612
C -0.693 -1.250 2.459
C 3.828 -0.257 4.708
H -0.802 3.819 -5.170
C 4.744 1.912 6.177
C -3.829 -3.123 -0.414
C 5.593 2.159 -1.945
H -1.122 -2.675 4.849
H -3.485 3.923 -2.677
H -2.686 0.470 0.415
H -2.023 -1.176 5.034
C 4.750 3.131 0.460
C -2.061 -1.521 -0.037
H 4.335 3.432 1.408
C 1.483 0.387 2.832
C -4.450 -2.407 -4.123
C -2.477 -2.818 -0.323
C 5.131 0.625 6.527
Te -1.740 -1.205 -4.914
H -5.636 -5.477 -3.320
O 1.693 0.710 0.521
C -1.650 2.995 -2.006
H 3.105 1.946 0.188
C 6.387 3.022 -1.245
C -0.279 -1.004 3.769
H 0.627 -1.755 -2.928
C -0.591 -1.201 0.016
H -6.387 -3.131 -3.560
C -3.076 3.423 -1.799
C -1.595 3.612 -4.449
H -0.816 0.273 -2.936
H -5.831 -2.364 -0.298
H -3.265 -6.055 -3.737
N 3.982 2.276 -0.244
H -3.711 2.559 -1.578
N 0.210 -1.353 -0.956
H -1.666 -4.302 -4.411
C -4.367 -0.841 0.097
C -0.072 -0.737 1.334
H 3.464 -1.098 4.131
H -4.137 -4.132 -0.656
C 3.440 1.030 4.352
H 3.622 3.110 4.783
C -2.701 -4.045 -4.223
H -1.546 -1.904 2.310
C -5.353 -3.393 -3.749
Pt 1.109 1.542 -1.345
H 1.181 0.019 4.922
C -3.603 -5.032 -3.846
C -1.243 -0.728 -2.896
H 5.786 0.466 7.374
C 4.314 1.774 -1.469
H -4.782 -1.381 -4.222
C -4.777 -2.132 -0.213
C 2.596 1.300 3.127
H 4.989 -1.462 6.048
C -0.999 3.076 -3.170
H 6.559 4.234 0.558
S 3.192 0.804 -2.284
H -3.155 4.104 -0.947
H -1.737 -3.594 -0.477
C -0.259 -1.720 -2.291
C 3.914 2.113 5.086
H 7.345 3.313 -1.656
H -2.189 -0.680 -2.362
H -2.148 4.540 -4.287
O 2.905 2.269 2.450
H 5.095 2.759 6.754
H 5.901 1.771 -2.905
H -0.691 -2.725 -2.294
S -0.875 2.347 -0.566

Computed properties:
* total charge: -1
* multiplicity: 1
* energy relative to the best compared isomer or geometry (same formula, charge and spin): 2.1 kcal/mol
* gap between HOMO and LUMO: 5.73 eV

What are the Mulliken partial charges on each atom? They are as follows, in elementary charge units: atom 1 (S): -0.59, atom 2 (C): -0.84, atom 3 (C): -1.64, atom 4 (C): -0.46, atom 5 (C): -0.77, atom 6 (H): 0.40, atom 7 (H): 0.37, atom 8 (H): 0.25, atom 9 (C): 0.15, atom 10 (C): -0.32, atom 11 (C): 0.59, atom 12 (C): -0.46, atom 13 (C): -0.79, atom 14 (C): -0.01, atom 15 (H): 0.41, atom 16 (C): -0.67, atom 17 (C): -1.02, atom 18 (C): -0.80, atom 19 (H): 0.36, atom 20 (H): 0.37, atom 21 (H): 0.51, atom 22 (H): 0.30, atom 23 (C): -0.19, atom 24 (C): -0.49, atom 25 (H): 0.55, atom 26 (C): 0.94, atom 27 (C): -0.18, atom 28 (C): 0.16, atom 29 (C): -0.36, atom 30 (Te): 0.21, atom 31 (H): 0.38, atom 32 (O): -1.36, atom 33 (C): 0.48, atom 34 (H): 0.26, atom 35 (C): 0.00, atom 36 (C): -0.24, atom 37 (H): 0.48, atom 38 (C): 0.54, atom 39 (H): 0.40, atom 40 (C): -1.43, atom 41 (C): -1.58, atom 42 (H): -0.54, atom 43 (H): 0.38, atom 44 (H): 0.36, atom 45 (N): 0.31, atom 46 (H): 0.18, atom 47 (N): -0.50, atom 48 (H): 0.40, atom 49 (C): -1.03, atom 50 (C): 0.38, atom 51 (H): 0.46, atom 52 (H): 0.42, atom 53 (C): 0.42, atom 54 (H): 0.43, atom 55 (C): -0.15, atom 56 (H): 0.55, atom 57 (C): -0.51, atom 58 (Pt): 1.32, atom 59 (H): 0.47, atom 60 (C): -0.54, atom 61 (C): 0.73, atom 62 (H): 0.38, atom 63 (C): 0.67, atom 64 (H): 0.40, atom 65 (C): -0.32, atom 66 (C): -0.33, atom 67 (H): 0.38, atom 68 (C): 0.67, atom 69 (H): 0.39, atom 70 (S): -0.57, atom 71 (H): 0.29, atom 72 (H): 0.56, atom 73 (C): -1.04, atom 74 (C): -0.39, atom 75 (H): 0.37, atom 76 (H): -0.04, atom 77 (H): 0.35, atom 78 (O): -0.70, atom 79 (H): 0.38, atom 80 (H): 0.37, atom 81 (H): 0.39, atom 82 (S): -0.63



# C38H35N7O6

A 7-piece molecular cluster, C38H35N7O6 overall in a non-equilibrium geometry (ωB97M-V/def2-TZVPD, OMol25).

CARTESIAN COORDINATES (ANGSTROEM)
H -14.266 -20.391 6.447
H -8.016 -13.974 15.253
N -4.328 -17.013 17.159
C -7.705 -15.212 6.036
C -4.381 -18.210 16.584
N -5.157 -9.620 19.395
H -14.795 -5.130 10.259
H -3.995 -15.281 12.985
O -10.071 -19.735 8.932
C -15.272 -5.935 10.798
H -17.607 -8.452 12.473
H -7.596 -10.345 13.044
H -3.133 -15.798 18.381
C -15.001 -19.903 8.340
H -1.442 -19.623 17.494
C -3.950 -17.446 10.390
H -7.825 -16.217 6.411
C -3.779 -7.993 18.291
H -13.253 -19.219 11.210
C -14.736 -19.570 9.661
H -5.946 -6.457 20.402
N -13.539 -7.663 10.201
C -4.467 -6.920 18.958
H -9.582 -14.781 6.856
N -7.419 -12.466 5.692
C -8.199 -13.388 14.364
H -5.075 -15.749 10.885
H -3.055 -7.732 17.533
H -4.608 -17.548 9.540
C -12.642 -20.196 7.934
H -4.147 -5.896 18.835
C -6.400 -13.307 5.319
O -13.290 -8.888 10.218
C -2.198 -18.857 17.406
C -6.488 -14.707 5.528
C -5.478 -7.253 19.842
C -2.856 -18.170 10.747
C -8.780 -13.976 13.255
H -2.610 -19.001 10.103
H -3.400 -20.002 15.999
H -8.925 -15.042 13.356
H -11.813 -20.431 7.284
H -15.559 -19.232 10.273
N -8.958 -13.290 12.121
H -1.211 -17.507 18.651
C -2.211 -17.923 11.964
C -12.387 -19.853 9.284
C -13.992 -20.242 7.481
H -15.421 -9.221 11.552
O -1.180 -20.061 11.985
C -4.270 -16.379 11.233
O -10.747 -19.540 10.995
H -6.309 -8.831 20.878
H -3.700 -10.101 17.904
C -8.610 -11.969 12.067
C -15.691 -8.177 11.481
C -2.107 -17.634 18.062
H -8.584 -11.520 11.085
C -8.538 -12.904 6.233
C -2.522 -16.802 12.785
H -18.176 -6.124 12.544
H -16.767 -4.480 11.215
H -7.424 -11.500 15.162
O -12.876 -6.785 9.599
C -5.741 -8.642 19.979
C -3.328 -19.131 16.633
H -9.247 -12.107 6.404
C -16.404 -5.468 11.460
H -5.224 -18.412 15.940
C -3.541 -16.016 12.337
C -17.266 -6.420 12.043
C -3.130 -16.756 17.882
C -13.453 -19.607 10.222
H -5.675 -15.380 5.295
O -0.124 -18.431 12.925
N -10.993 -19.722 9.772
H -16.034 -19.823 8.038
C -4.153 -9.333 18.513
C -14.844 -7.254 10.840
C -7.765 -12.038 14.290
N -1.128 -18.879 12.344
H -2.030 -16.533 13.708
H -5.559 -12.814 4.853
C -16.925 -7.750 12.016
C -8.723 -14.314 6.398
C -7.881 -11.383 13.129

Computed properties:
* total charge: 0
* multiplicity: 1
* SMILES: O=[N+]([O-])c1ccccc1.O=[N+]([O-])c1ccccc1.O=[N+]([O-])c1ccccc1.c1ccncc1.c1ccncc1.c1ccncc1.c1ccncc1
* energy relative to the best compared isomer or geometry (same formula, charge and spin): 6.2 kcal/mol
* gap between HOMO and LUMO: 8.59 eV

What are the Mulliken partial charges on each atom? They are as follows, in elementary charge units: atom 1 (H): 0.35, atom 2 (H): 0.37, atom 3 (N): -0.52, atom 4 (C): -0.28, atom 5 (C): -0.17, atom 6 (N): -0.54, atom 7 (H): 0.37, atom 8 (H): 0.39, atom 9 (O): -0.56, atom 10 (C): -0.09, atom 11 (H): 0.36, atom 12 (H): 0.36, atom 13 (H): 0.39, atom 14 (C): -0.41, atom 15 (H): 0.37, atom 16 (C): -0.58, atom 17 (H): 0.41, atom 18 (C): -0.29, atom 19 (H): 0.41, atom 20 (C): -0.30, atom 21 (H): 0.35, atom 22 (N): 0.90, atom 23 (C): -0.23, atom 24 (H): 0.35, atom 25 (N): -0.52, atom 26 (C): -0.38, atom 27 (H): 0.38, atom 28 (H): 0.33, atom 29 (H): 0.42, atom 30 (C): -0.35, atom 31 (H): 0.36, atom 32 (C): -0.22, atom 33 (O): -0.55, atom 34 (C): -0.21, atom 35 (C): -0.35, atom 36 (C): -0.34, atom 37 (C): -0.30, atom 38 (C): -0.10, atom 39 (H): 0.37, atom 40 (H): 0.39, atom 41 (H): 0.36, atom 42 (H): 0.44, atom 43 (H): 0.34, atom 44 (N): -0.53, atom 45 (H): 0.36, atom 46 (C): 0.36, atom 47 (C): 0.28, atom 48 (C): -0.38, atom 49 (H): 0.42, atom 50 (O): -0.55, atom 51 (C): -0.24, atom 52 (O): -0.57, atom 53 (H): 0.33, atom 54 (H): 0.37, atom 55 (C): -0.31, atom 56 (C): -0.25, atom 57 (C): -0.34, atom 58 (H): 0.38, atom 59 (C): -0.26, atom 60 (C): -0.39, atom 61 (H): 0.36, atom 62 (H): 0.33, atom 63 (H): 0.44, atom 64 (O): -0.54, atom 65 (C): -0.13, atom 66 (C): -0.33, atom 67 (H): 0.42, atom 68 (C): -0.60, atom 69 (H): 0.39, atom 70 (C): -0.70, atom 71 (C): -0.22, atom 72 (C): -0.32, atom 73 (C): -0.49, atom 74 (H): 0.37, atom 75 (O): -0.53, atom 76 (N): 0.89, atom 77 (H): 0.36, atom 78 (C): -0.21, atom 79 (C): -0.04, atom 80 (C): -0.26, atom 81 (N): 0.90, atom 82 (H): 0.47, atom 83 (H): 0.38, atom 84 (C): -0.45, atom 85 (C): -0.29, atom 86 (C): -0.33



Number 1: HOMO -3.38 eV. Number 2: HOMO -9.42 eV.